The following is a DFT calculation (ωB97M-V/def2-TZVPD) of C2BrClF2 as an isolated structure in a non-equilibrium geometry.

The spin multiplicity is 1. The value obtained for the HOMO-LUMO gap is 7.7606 eV. The value obtained for the HOMO energy is -9.33 eV. The lowest unoccupied orbital energy is -0.0577 Ha.

Geometry as XYZ:
```
6
C2BrClF2 | the Open Molecules 2025 dataset | ωB97M-V/def2-TZVPD
C 1.03 -0.28 -0.91
C -1.32 0.16 1.94
F 1.81 0.68 -1.50
F -0.02 -0.38 -1.78
Cl -1.81 -1.15 1.11
Br 0.31 0.97 1.14
```

The following is a DFT calculation (ωB97M-V/def2-TZVPD) of a 2-piece molecular cluster, C2BrClF4 overall in a non-equilibrium geometry.

The spin multiplicity is 1. The value obtained for the HOMO-LUMO gap is 10.2641 eV. The value obtained for the HOMO energy is -11.60 eV. The lowest unoccupied orbital energy is -0.0490 Ha.

Geometry as XYZ:
```
8
C2BrClF4 | the Open Molecules 2025 dataset | ωB97M-V/def2-TZVPD
C -0.69 0.45 0.23
C 0.52 -0.47 -0.02
F -1.82 -0.01 -0.33
F -0.83 0.83 1.50
F -0.33 1.63 -0.30
F 0.65 -0.90 -1.85
Cl 0.42 -2.06 0.67
Br 2.07 0.52 0.09
```

The following is a DFT calculation (ωB97M-V/def2-TZVPD) of one molecule with the formula C2BrF3N2 in a non-equilibrium geometry.

The spin multiplicity is 1. As for the SMILES: FC(F)=N/N=C(/F)Br. The value obtained for the HOMO-LUMO gap is 11.0536 eV. The value obtained for the HOMO energy is -10.69 eV. The lowest unoccupied orbital energy is 0.0132 Ha.

Geometry as XYZ:
```
8
C2BrF3N2 | the Open Molecules 2025 dataset | ωB97M-V/def2-TZVPD
C 0.45 -0.93 1.02
C -0.35 0.85 -1.16
N 1.06 -0.32 0.12
N 0.53 -0.04 -1.13
F 1.09 -1.33 2.06
F -0.81 -1.37 1.03
F -0.90 1.31 -2.27
Br -1.07 1.82 0.33
```

The following is a DFT calculation (ωB97M-V/def2-TZVPD) of a 2-piece molecular cluster, C2BrO4 overall in a non-equilibrium geometry.

The spin multiplicity is 1. The value obtained for the HOMO-LUMO gap is 7.6871 eV. The value obtained for the HOMO energy is -3.97 eV. The lowest unoccupied orbital energy is 0.1367 Ha. The total charge is -1.

Geometry as XYZ:
```
7
C2BrO4 | the Open Molecules 2025 dataset | ωB97M-V/def2-TZVPD
C 1.46 -0.96 0.22
C -0.57 0.41 -0.07
O 1.65 -1.01 -0.92
O 1.44 -1.08 1.34
O -0.65 1.79 0.12
O -0.88 1.27 -1.18
Br -2.45 -0.43 0.48
```

The following is a DFT calculation (ωB97M-V/def2-TZVPD) of a 2-piece molecular cluster, C2Cl2FNS overall in a non-equilibrium geometry.

The expectation value of S² is 2.025. The spin multiplicity is 3. The value obtained for the HOMO-LUMO gap (spin up / spin down) is 8.6406 / 6.5417 eV. The value obtained for the HOMO energy (spin up / spin down) is -8.17 / -10.31 eV. The lowest unoccupied orbital energy (spin up / spin down) is 0.0172 / -0.1386 Ha.

Geometry as XYZ:
```
7
C2Cl2FNS | the Open Molecules 2025 dataset | ωB97M-V/def2-TZVPD
C 0.89 -1.82 0.34
C -0.54 1.04 -0.20
N 1.86 -1.98 0.96
F 0.03 1.22 0.98
S -0.45 -1.46 -0.44
Cl -2.22 1.56 -0.14
Cl 0.43 1.43 -1.52
```

The following is a DFT calculation (ωB97M-V/def2-TZVPD) of one molecule with the formula C2Cl3F in a non-equilibrium geometry.

The spin multiplicity is 1. As for the SMILES: FC(Cl)=C(Cl)Cl. The value obtained for the HOMO-LUMO gap is 9.3926 eV. The value obtained for the HOMO energy is -9.33 eV. The lowest unoccupied orbital energy is 0.0024 Ha.

Geometry as XYZ:
```
6
C2Cl3F | the Open Molecules 2025 dataset | ωB97M-V/def2-TZVPD
C 0.67 -0.42 0.05
C -0.65 0.22 -0.12
F 1.07 -1.67 0.26
Cl 2.02 0.74 -0.17
Cl -1.10 1.92 0.12
Cl -2.02 -0.79 -0.15
```

The following is a DFT calculation (ωB97M-V/def2-TZVPD) of a 2-piece molecular cluster, C2Cl4N2O4 overall in a non-equilibrium geometry.

The spin multiplicity is 1. The value obtained for the HOMO-LUMO gap (spin up / spin down) is 8.3771 / 7.5006 eV. The value obtained for the HOMO energy (spin up / spin down) is -9.88 / -10.03 eV. The lowest unoccupied orbital energy (spin up / spin down) is -0.0552 / -0.0930 Ha.

Geometry as XYZ:
```
12
C2Cl4N2O4 | the Open Molecules 2025 dataset | ωB97M-V/def2-TZVPD
C -0.58 0.51 0.06
C 0.40 1.64 -0.31
N -1.07 -0.27 -1.04
N 1.01 -0.98 1.38
O -0.51 -0.14 -2.14
O -1.77 -1.18 -0.79
O 2.00 -1.36 0.86
O 0.39 -0.90 2.33
Cl -1.39 0.46 1.49
Cl -0.42 3.08 -1.13
Cl 1.64 0.96 -1.38
Cl 1.19 2.12 1.10
```

The following is a DFT calculation (ωB97M-V/def2-TZVPD) of one molecule with the formula C2Cl5F.

The spin multiplicity is 1. As for the SMILES: FC(Cl)(Cl)C(Cl)(Cl)Cl. The value obtained for the HOMO-LUMO gap is 11.6725 eV. The value obtained for the HOMO energy is -11.21 eV. The lowest unoccupied orbital energy is 0.0170 Ha.

Geometry as XYZ:
```
8
C2Cl5F | the Open Molecules 2025 dataset | ωB97M-V/def2-TZVPD
C 0.76 0.00 0.20
C -0.76 0.01 -0.25
F -0.76 0.01 -1.59
Cl 0.88 -0.01 1.95
Cl 1.53 -1.44 -0.47
Cl 1.54 1.44 -0.47
Cl -1.60 -1.44 0.31
Cl -1.59 1.45 0.32
```